Record 1
The following is a quantum chemistry calculation of a cluster of 5 separate species, C24H37N6O5P in total at a distorted geometry, from OMol25.

```
! RIJCOSX wB97M-V def2-TZVPD def2/J DEFGRID3
* xyz 0 1
C -1.131 -0.556 0.744
C -2.099 -0.333 -0.560
N -1.690 0.794 -1.481
C -1.229 2.029 -0.741
C -1.404 3.438 -1.568
C 0.046 4.251 -1.507
C 0.916 4.029 -2.911
O 2.374 4.181 -2.667
C 3.121 3.067 -3.323
O 4.456 3.064 -3.137
C -0.728 0.356 -2.563
O 0.506 -0.033 -2.144
O -1.109 0.309 -3.997
P -0.855 -1.271 -4.682
N -1.643 -2.564 -3.688
O 0.859 -1.717 -4.650
H -1.745 -0.188 1.695
H -0.955 -1.733 0.834
H -0.064 -0.081 0.663
H -2.021 -1.334 -1.206
H -3.231 -0.222 -0.226
H -0.084 1.862 -0.447
H -1.803 2.144 0.273
H -1.769 3.255 -2.666
H -2.171 4.121 -0.987
H -0.122 5.427 -1.417
H 0.693 3.944 -0.561
H 0.638 2.957 -3.297
H 0.509 4.870 -3.654
H 2.600 2.199 -3.925
H -2.654 -2.345 -3.553
H -1.113 -2.550 -2.788
H 1.392 -1.039 -5.173
C 1.754 -3.902 1.242
C 1.030 -4.923 1.902
C 0.900 -4.548 3.220
N 1.524 -3.338 3.380
C 2.043 -2.934 2.178
H 2.034 -3.874 0.197
H 0.644 -5.834 1.462
H 0.418 -5.038 4.056
H 1.590 -2.824 4.249
H 2.574 -1.995 2.092
C -2.477 7.827 -4.955
C -1.070 7.714 -5.063
C -0.561 7.686 -3.784
N -1.611 7.783 -2.909
C -2.784 7.864 -3.614
H -3.189 7.876 -5.769
H -0.491 7.658 -5.976
H 0.455 7.606 -3.423
H -1.533 7.792 -1.900
H -3.733 7.942 -3.102
C 0.696 -9.685 2.840
C 1.959 -9.147 3.188
C 1.752 -8.238 4.201
N 0.410 -8.204 4.474
C -0.242 -9.087 3.652
H 0.493 -10.428 2.080
H 2.915 -9.397 2.748
H 2.444 -7.613 4.750
H -0.032 -7.620 5.172
H -1.314 -9.213 3.715
C 1.349 1.767 4.761
C 1.509 0.567 4.028
C 0.275 -0.040 3.959
N -0.623 0.748 4.630
C 0.021 1.856 5.117
H 2.118 2.489 5.002
H 2.426 0.188 3.595
H -0.039 -0.965 3.493
H -1.607 0.546 4.746
H -0.518 2.609 5.676
*
```

Computed properties:
calculated total energy	-53948.2566	eV
LUMO energy	-0.0338	eV
HOMO energy	-8.177	eV
SMILES string	CCN(CCCCOC=O)C(=O)OP(N)O.c1cc[nH]c1.c1cc[nH]c1.c1cc[nH]c1.c1cc[nH]c1
gap between HOMO and LUMO	8.14	eV


Record 2
The following is a quantum chemistry calculation of a structure of composition C24H38As2AuN2O8P2S, from OMol25.

```
! RIJCOSX wB97M-V def2-TZVPD def2/J DEFGRID3
* xyz 3 3
Au 0.862 -0.969 -0.043
C 3.476 -3.107 -0.497
P 2.186 -2.267 -1.448
C 3.058 -1.326 -2.725
C 1.357 -3.643 -2.324
C 0.628 -3.328 -3.632
P -0.596 -1.957 -3.624
C -1.468 -2.163 -5.196
C -1.820 -2.401 -2.361
H 4.161 -3.617 -1.176
H 3.032 -3.839 0.178
H 4.035 -2.385 0.097
H 3.688 -2.001 -3.307
H 3.690 -0.571 -2.258
H 2.345 -0.830 -3.383
H 0.693 -4.136 -1.612
H 2.159 -4.353 -2.544
H 0.075 -4.218 -3.950
H 1.344 -3.102 -4.424
H -1.983 -3.125 -5.194
H -0.770 -2.130 -6.029
H -2.204 -1.368 -5.314
H -2.192 -3.411 -2.547
H -2.657 -1.705 -2.420
H -1.390 -2.356 -1.359
C -4.350 3.200 0.888
O -2.982 2.680 0.760
C -2.202 2.749 1.788
O -2.522 3.214 2.879
C -0.809 2.231 1.529
C 0.172 2.858 2.199
As -0.396 3.212 3.991
C 0.962 3.973 5.147
C -0.416 1.250 4.310
C -0.540 0.257 3.421
As -0.657 0.299 1.429
C -2.490 -0.271 1.173
C -0.591 -1.148 3.968
O -0.704 -1.411 5.129
O -0.504 -2.039 2.978
C -0.527 -3.432 3.399
C 0.023 1.001 5.754
O 1.209 0.942 5.910
O -0.841 1.085 6.739
C -2.253 0.909 6.502
C 1.665 2.703 2.063
O 2.395 3.541 2.503
O 2.025 1.588 1.437
C 3.457 1.361 1.308
H -4.952 2.592 0.222
H -4.337 4.235 0.563
H -4.688 3.118 1.916
H 1.124 4.996 4.815
H 1.856 3.359 5.038
H 0.580 3.948 6.166
H -3.145 0.149 1.935
H -2.497 -1.357 1.253
H -2.827 0.026 0.182
H 0.180 -3.581 4.210
H -0.245 -4.004 2.522
H -1.529 -3.692 3.729
H -2.753 1.401 7.328
H -2.477 -0.154 6.496
H -2.558 1.369 5.560
H 3.593 0.855 0.356
H 3.777 0.732 2.135
H 3.990 2.306 1.322
S -0.714 0.678 -3.280
C 0.066 1.016 -4.772
N -0.085 2.267 -5.287
C 0.438 2.647 -6.471
C 1.164 1.743 -7.188
C 1.314 0.478 -6.613
N 0.788 0.122 -5.448
H -0.638 2.929 -4.753
H 0.248 3.665 -6.782
H 1.598 1.996 -8.143
H 1.895 -0.283 -7.122
*
```

Computed properties:
ΔE to the lowest compared entry with this formula, charge and spin	0.0	kJ/mol
calculated total energy	-199619.6471	eV
LUMO energy (alpha / beta)	-8.7907 / -10.0628	eV
⟨S²⟩	2.013
HOMO energy (alpha / beta)	-14.920 / -16.544	eV
gap between HOMO and LUMO (alpha / beta)	6.13 / 6.48	eV


Record 3
The following is a quantum chemistry calculation of a structure of composition C24H38BCl2N6O7SV, from OMol25.

```
! RIJCOSX wB97M-V def2-TZVPD def2/J DEFGRID3
* xyz -1 4
V -0.334 -0.309 0.245
C -1.853 1.588 -4.586
C -1.018 0.837 -3.549
C 0.088 0.034 -4.238
C -0.432 1.780 -2.539
C 0.065 3.066 -2.809
C 0.528 3.522 -1.596
N 0.304 2.575 -0.681
N -0.285 1.492 -1.244
B 0.641 2.620 0.812
N -0.633 2.311 1.625
C -1.313 3.190 2.371
C -2.479 2.594 2.789
C -2.444 1.307 2.228
N -1.323 1.142 1.525
C -3.491 0.259 2.494
C -3.160 -0.438 3.820
C -3.721 -0.751 1.380
N 1.760 1.620 1.146
C 3.041 1.894 1.416
C 3.707 0.704 1.622
C 2.729 -0.287 1.439
N 1.557 0.283 1.154
C 2.866 -1.776 1.593
C 3.920 -2.129 2.639
C 3.168 -2.490 0.276
H -2.365 0.878 -5.238
H -2.603 2.223 -4.112
H -1.225 2.222 -5.218
H -1.671 0.144 -3.025
H 0.707 0.701 -4.847
H 0.726 -0.445 -3.498
H -0.342 -0.736 -4.881
H 0.080 3.580 -3.755
H 0.983 4.457 -1.310
H 1.020 3.727 1.103
H -0.909 4.173 2.546
H -3.257 3.010 3.405
H -4.421 0.824 2.630
H -2.159 -0.869 3.759
H -3.176 0.267 4.654
H -3.876 -1.237 4.028
H -2.852 -1.388 1.233
H -4.568 -1.388 1.643
H -3.941 -0.262 0.430
H 3.377 2.918 1.461
H 4.744 0.563 1.875
H 1.902 -2.150 1.931
H 4.927 -1.891 2.285
H 3.755 -1.591 3.575
H 3.888 -3.199 2.848
H 4.173 -2.239 -0.078
H 3.100 -3.569 0.424
H 2.439 -2.230 -0.490
O -1.621 -3.342 -0.773
Cl -1.212 -2.233 -1.553
O -1.392 -2.470 -2.944
O 0.196 -1.858 -1.279
O -1.945 -1.014 -1.129
Cl -2.188 -5.097 2.424
C -1.352 -3.621 3.008
C -0.431 -3.014 1.939
O 0.447 -3.720 1.460
O -0.657 -1.775 1.721
H -0.752 -3.929 3.861
H -2.127 -2.928 3.316
O 2.379 0.583 -1.900
S 3.782 0.095 -2.010
C 4.638 1.335 -3.051
C 5.118 0.648 -4.325
C 4.041 -0.384 -4.657
C 3.806 -1.134 -3.354
H 5.422 1.818 -2.469
H 3.841 2.055 -3.253
H 6.069 0.139 -4.145
H 5.279 1.367 -5.131
H 4.335 -1.052 -5.468
H 3.120 0.122 -4.955
H 4.616 -1.835 -3.136
H 2.855 -1.660 -3.280
*
```

Computed properties:
ΔE to the lowest compared entry with this formula, charge and spin	160.9	kJ/mol
calculated total energy	-111022.7910	eV
LUMO energy (alpha / beta)	2.1774 / 2.1766	eV
⟨S²⟩	3.755
HOMO energy (alpha / beta)	-4.293 / -6.055	eV
gap between HOMO and LUMO (alpha / beta)	6.47 / 8.23	eV


Record 4
The following is a quantum chemistry calculation of a structure of composition C24H38BGe2N4PtS2 at a distorted geometry, from OMol25.

```
! RIJCOSX wB97M-V def2-TZVPD def2/J DEFGRID3
* xyz 3 1
Pt 0.593 0.542 -0.477
C 1.782 -0.221 -4.660
N 1.959 1.139 -4.129
C 1.837 2.273 -4.837
C 2.086 3.325 -3.968
N 2.367 2.820 -2.758
B 2.911 3.592 -1.495
N 1.762 4.350 -0.724
C 2.012 5.500 -0.083
C 0.904 5.825 0.684
N -0.003 4.858 0.509
C -1.332 4.853 1.140
C 0.514 3.935 -0.371
S -0.360 2.620 -0.979
C 2.292 1.469 -2.845
S 2.609 0.392 -1.575
H 1.347 -0.151 -5.652
H 1.122 -0.780 -4.005
H 2.744 -0.725 -4.724
H 1.594 2.279 -5.888
H 2.084 4.385 -4.170
H 3.750 4.377 -1.820
H 3.338 2.774 -0.735
H 2.950 6.020 -0.196
H 0.724 6.681 1.317
H -1.213 4.969 2.214
H -1.833 3.917 0.924
H -1.923 5.678 0.750
C 2.570 -0.564 3.719
C 2.354 -0.089 2.274
Ge 0.427 0.093 1.947
C -0.415 1.621 2.850
C -1.087 1.107 4.131
C -0.645 -1.492 2.162
C -1.084 -2.271 1.157
Ge -0.744 -1.639 -0.655
C 0.615 -2.781 -1.520
C 0.408 -4.253 -1.158
C -2.207 -0.662 -1.540
C -3.301 -1.544 -2.159
C -1.808 -3.541 1.318
C -2.610 -4.025 0.287
C -3.400 -5.149 0.460
C -3.363 -5.825 1.670
C -2.530 -5.384 2.690
C -1.747 -4.254 2.513
H 3.641 -0.596 3.920
H 2.173 -1.565 3.885
H 2.123 0.113 4.448
H 2.768 -0.797 1.554
H 2.804 0.887 2.086
H -1.144 2.075 2.179
H 0.375 2.346 3.052
H -1.921 0.442 3.912
H -1.485 1.954 4.692
H -0.389 0.586 4.789
H -0.935 -1.711 3.190
H 1.586 -2.422 -1.175
H 0.558 -2.599 -2.595
H 0.344 -4.417 -0.083
H 1.273 -4.809 -1.523
H -0.484 -4.670 -1.622
H -1.737 -0.031 -2.298
H -2.621 -0.010 -0.768
H -2.911 -2.234 -2.908
H -4.021 -0.893 -2.656
H -3.844 -2.108 -1.406
H -2.619 -3.511 -0.671
H -4.036 -5.507 -0.340
H -3.967 -6.711 1.813
H -2.495 -5.925 3.625
H -1.083 -3.933 3.306
*
```

Computed properties:
ΔE to the lowest compared entry with this formula, charge and spin	44.6	kJ/mol
calculated total energy	-170063.4816	eV
LUMO energy (alpha / beta)	-12.5113 / -12.1193	eV
HOMO energy (alpha / beta)	-15.743 / -15.741	eV
gap between HOMO and LUMO (alpha / beta)	3.23 / 3.62	eV


Record 5
The following is a quantum chemistry calculation of a structure of composition C24H38Cl3GeO3PS2TeV, from OMol25.

```
! RIJCOSX wB97M-V def2-TZVPD def2/J DEFGRID3
* xyz 2 2
V -1.112 -0.289 -0.168
Cl -0.156 -0.944 -2.551
Ge -1.823 0.348 -3.554
Cl 0.918 0.858 -0.057
Cl -2.049 1.513 -1.464
C -5.084 3.584 1.878
C -5.172 2.574 0.737
C -4.489 1.251 1.128
C -3.304 1.509 2.086
C -2.650 2.860 1.756
C -3.620 3.995 2.120
P -2.086 0.149 2.135
C -2.897 -1.437 2.646
C -4.068 -1.949 1.795
C -4.144 -3.473 1.955
C -3.827 -3.897 3.402
C -4.200 -2.777 4.369
C -3.349 -1.513 4.122
C -0.902 0.447 3.540
C -1.557 1.062 4.815
C -1.113 2.500 5.073
C 0.400 2.584 5.312
C 1.154 1.530 4.483
C 0.395 1.198 3.200
H -5.509 3.138 2.782
H -5.690 4.464 1.664
H -4.698 2.992 -0.156
H -6.209 2.375 0.469
H -4.153 0.735 0.225
H -5.210 0.595 1.613
H -3.694 1.571 3.108
H -2.428 2.892 0.687
H -1.698 2.997 2.269
H -3.372 4.871 1.519
H -3.479 4.283 3.163
H -2.066 -2.146 2.528
H -4.005 -1.675 0.741
H -4.985 -1.493 2.174
H -3.445 -3.951 1.261
H -5.140 -3.811 1.668
H -2.763 -4.130 3.512
H -4.361 -4.812 3.655
H -4.079 -3.094 5.404
H -5.259 -2.541 4.245
H -2.481 -1.520 4.782
H -3.941 -0.632 4.378
H -0.612 -0.583 3.782
H -1.263 0.446 5.670
H -2.641 1.013 4.781
H -1.655 2.890 5.934
H -1.399 3.133 4.229
H 0.620 2.439 6.370
H 0.756 3.582 5.056
H 1.276 0.610 5.066
H 2.158 1.882 4.245
H 1.020 0.585 2.546
H 0.205 2.109 2.627
Te 2.162 -1.524 1.251
C 3.199 -3.222 1.651
C 4.512 -2.976 2.107
C 5.327 -4.038 2.434
C 4.841 -5.335 2.300
C 3.541 -5.583 1.840
C 2.716 -4.534 1.510
H 4.886 -1.962 2.206
H 6.334 -3.866 2.788
H 5.482 -6.170 2.552
H 3.192 -6.601 1.739
H 1.714 -4.717 1.146
O -4.504 -2.634 -1.752
S -3.235 -2.286 -2.288
O -2.297 -1.270 -0.580
O -3.255 -1.002 -3.038
S 0.141 -2.322 0.819
*
```

Computed properties:
ΔE to the lowest compared entry with this formula, charge and spin	97.1	kJ/mol
calculated total energy	-189659.1030	eV
LUMO energy (alpha / beta)	-9.6416 / -9.7252	eV
⟨S²⟩	0.795
HOMO energy (alpha / beta)	-14.894 / -14.831	eV
gap between HOMO and LUMO (alpha / beta)	5.25 / 5.11	eV


Record 6
The following is a quantum chemistry calculation of a cluster of 2 separate species, C24H38F8IN8O3SSi in total at a distorted geometry, from OMol25.

```
! RIJCOSX wB97M-V def2-TZVPD def2/J DEFGRID3
* xyz 1 1
C 4.160 -0.002 -0.370
Si 3.213 1.615 -0.315
C 4.239 2.970 -1.096
C 1.604 1.290 -1.281
C 0.557 0.742 -0.290
C -0.614 0.055 -0.942
F -0.360 -1.294 -1.067
F -0.835 0.503 -2.195
N -1.936 0.165 -0.237
C -2.353 -0.933 0.488
N -1.907 -1.293 1.686
C -2.346 -2.560 2.327
C -1.278 -3.658 2.337
C -0.748 -3.991 0.940
C -1.670 -4.894 0.141
N -1.203 -4.966 -1.250
C -1.817 -6.033 -2.011
N -3.054 -6.163 -2.217
N -0.920 -6.982 -2.527
S -0.764 -0.307 2.575
O 0.517 -0.907 2.457
O -1.050 1.049 2.270
C -1.326 -0.524 4.353
F -0.635 0.406 5.013
F -2.639 -0.294 4.438
F -1.035 -1.738 4.817
N -3.355 -1.576 -0.160
C -4.198 -0.422 -0.646
I -5.520 -1.074 -2.143
C -3.103 0.574 -1.072
C -3.440 2.061 -0.849
C -4.931 2.412 -0.760
C -5.417 2.644 0.664
F -6.652 2.131 0.843
F -5.463 3.946 0.986
F -4.617 2.040 1.587
C 2.811 2.003 1.480
C 3.487 1.336 2.505
C 3.212 1.598 3.841
C 2.251 2.538 4.182
C 1.577 3.227 3.182
C 1.861 2.960 1.852
H 3.579 -0.817 0.069
H 5.128 0.060 0.123
H 4.315 -0.261 -1.419
H 5.293 2.705 -1.037
H 3.992 3.112 -2.148
H 4.089 3.912 -0.568
H 1.235 2.223 -1.707
H 1.802 0.562 -2.067
H 0.174 1.564 0.300
H 1.035 0.002 0.347
H -3.211 -2.939 1.795
H -2.687 -2.342 3.332
H -0.450 -3.399 2.990
H -1.789 -4.533 2.746
H 0.223 -4.477 1.034
H -0.562 -3.076 0.376
H -1.650 -5.911 0.532
H -2.712 -4.541 0.193
H -1.381 -4.088 -1.725
H -3.566 -5.378 -1.818
H -0.767 -6.834 -3.518
H -0.021 -6.871 -2.076
H -3.922 -2.224 0.371
H -4.736 -0.048 0.224
H -2.921 0.412 -2.127
H -3.002 2.626 -1.671
H -2.915 2.377 0.050
H -5.586 1.680 -1.223
H -5.097 3.345 -1.295
H 4.240 0.597 2.265
H 3.758 1.067 4.609
H 2.040 2.742 5.223
H 0.836 3.970 3.445
H 1.326 3.515 1.088
C 6.411 3.856 -4.607
O 6.904 3.329 -3.627
N 5.203 3.460 -5.126
N 7.022 4.881 -5.274
H 4.785 3.876 -5.935
H 4.740 2.697 -4.672
H 7.908 5.190 -4.922
H 6.636 5.325 -6.085
*
```

Computed properties:
calculated total energy	-92116.1956	eV
LUMO energy	-3.8337	eV
HOMO energy	-11.369	eV
gap between HOMO and LUMO	7.54	eV


Repeat the second record exactly.
The following is a quantum chemistry calculation of a structure of composition C24H38As2AuN2O8P2S, from OMol25.

```
! RIJCOSX wB97M-V def2-TZVPD def2/J DEFGRID3
* xyz 3 3
Au 0.862 -0.969 -0.043
C 3.476 -3.107 -0.497
P 2.186 -2.267 -1.448
C 3.058 -1.326 -2.725
C 1.357 -3.643 -2.324
C 0.628 -3.328 -3.632
P -0.596 -1.957 -3.624
C -1.468 -2.163 -5.196
C -1.820 -2.401 -2.361
H 4.161 -3.617 -1.176
H 3.032 -3.839 0.178
H 4.035 -2.385 0.097
H 3.688 -2.001 -3.307
H 3.690 -0.571 -2.258
H 2.345 -0.830 -3.383
H 0.693 -4.136 -1.612
H 2.159 -4.353 -2.544
H 0.075 -4.218 -3.950
H 1.344 -3.102 -4.424
H -1.983 -3.125 -5.194
H -0.770 -2.130 -6.029
H -2.204 -1.368 -5.314
H -2.192 -3.411 -2.547
H -2.657 -1.705 -2.420
H -1.390 -2.356 -1.359
C -4.350 3.200 0.888
O -2.982 2.680 0.760
C -2.202 2.749 1.788
O -2.522 3.214 2.879
C -0.809 2.231 1.529
C 0.172 2.858 2.199
As -0.396 3.212 3.991
C 0.962 3.973 5.147
C -0.416 1.250 4.310
C -0.540 0.257 3.421
As -0.657 0.299 1.429
C -2.490 -0.271 1.173
C -0.591 -1.148 3.968
O -0.704 -1.411 5.129
O -0.504 -2.039 2.978
C -0.527 -3.432 3.399
C 0.023 1.001 5.754
O 1.209 0.942 5.910
O -0.841 1.085 6.739
C -2.253 0.909 6.502
C 1.665 2.703 2.063
O 2.395 3.541 2.503
O 2.025 1.588 1.437
C 3.457 1.361 1.308
H -4.952 2.592 0.222
H -4.337 4.235 0.563
H -4.688 3.118 1.916
H 1.124 4.996 4.815
H 1.856 3.359 5.038
H 0.580 3.948 6.166
H -3.145 0.149 1.935
H -2.497 -1.357 1.253
H -2.827 0.026 0.182
H 0.180 -3.581 4.210
H -0.245 -4.004 2.522
H -1.529 -3.692 3.729
H -2.753 1.401 7.328
H -2.477 -0.154 6.496
H -2.558 1.369 5.560
H 3.593 0.855 0.356
H 3.777 0.732 2.135
H 3.990 2.306 1.322
S -0.714 0.678 -3.280
C 0.066 1.016 -4.772
N -0.085 2.267 -5.287
C 0.438 2.647 -6.471
C 1.164 1.743 -7.188
C 1.314 0.478 -6.613
N 0.788 0.122 -5.448
H -0.638 2.929 -4.753
H 0.248 3.665 -6.782
H 1.598 1.996 -8.143
H 1.895 -0.283 -7.122
*
```

Computed properties:
ΔE to the lowest compared entry with this formula, charge and spin	0.0	kJ/mol
calculated total energy	-199619.6471	eV
LUMO energy (alpha / beta)	-8.7907 / -10.0628	eV
⟨S²⟩	2.013
HOMO energy (alpha / beta)	-14.920 / -16.544	eV
gap between HOMO and LUMO (alpha / beta)	6.13 / 6.48	eV